Entry 1:
C25H18BCl3F9IN4O3STeTi | the ωB97M-V functional and the def2-TZVPD basis

Positions of all 67 atoms, in Å:
1 Ti 0.130 -0.027 -0.058
2 C -3.014 3.289 -0.086
3 C -1.628 3.688 0.326
4 N -1.371 4.961 0.492
5 C -0.163 5.342 0.909
6 C 0.830 4.465 1.281
7 C 2.157 4.978 1.772
8 O 2.448 4.654 3.121
9 C 0.574 3.082 1.168
10 C 1.451 2.116 1.746
11 N 1.241 0.843 1.678
12 C 1.899 -0.070 2.465
13 C 2.483 0.090 3.680
14 C 3.065 -1.049 4.347
15 C 2.875 -2.322 3.972
16 C 1.996 -2.664 2.814
17 C 1.860 -1.430 1.938
18 I -1.567 -0.836 2.169
19 C -0.651 2.670 0.567
20 O -0.892 1.441 0.275
21 H -3.465 4.060 -0.706
22 H -3.633 3.170 0.805
23 H -2.998 2.334 -0.609
24 H -0.009 6.412 0.948
25 H 2.182 6.067 1.632
26 H 2.965 4.535 1.184
27 H 1.735 4.974 3.685
28 H 2.277 2.497 2.349
29 H 2.516 1.043 4.183
30 H 3.657 -0.840 5.226
31 H 3.300 -3.136 4.542
32 H 1.066 -3.132 3.169
33 S 1.352 -4.367 0.756
34 C 2.642 -3.372 1.594
35 C 2.723 -2.024 0.861
36 C 1.275 -1.694 0.565
37 C 0.533 -2.904 0.309
38 C -0.624 -2.828 -0.473
39 C -1.378 -3.953 -0.871
40 C -2.522 -3.779 -1.596
41 C -2.921 -2.475 -1.926
42 C -2.123 -1.419 -1.541
43 N -0.994 -1.557 -0.850
44 H 3.530 -3.979 1.743
45 H 3.560 -1.639 0.300
46 H -1.014 -4.927 -0.588
47 H -3.119 -4.623 -1.905
48 H -3.824 -2.289 -2.485
49 H -2.415 -0.400 -1.781
50 F 3.742 1.580 -1.683
51 Te 2.006 1.246 -2.520
52 F 2.674 2.830 -3.482
53 F 1.017 2.861 -1.814
54 F 3.023 0.527 -3.985
55 F 0.767 1.429 -4.029
56 O 1.524 0.620 -0.914
57 F 2.418 -1.970 -4.100
58 B 2.034 -1.658 -2.854
59 F 0.880 -0.754 -2.915
60 F 2.999 -0.940 -2.130
61 F 1.652 -2.760 -2.153
62 Cl -1.412 4.638 -2.981
63 C -1.914 3.079 -3.680
64 Cl -3.692 2.897 -3.612
65 Cl -1.386 2.956 -5.371
66 C -1.377 2.019 -2.872
67 N -1.016 1.173 -2.188

Results
max |F|: 8.58 eV/A
multiplicity: 2
frontier orbital gap (spin up / spin down): 4.981 / 5.913 eV
<S²>: 0.767
energy above the lowest of the compared OMol25 structures with the same formula, charge and spin: 856.2 kJ/mol
net charge: -1



Entry 2:
C25H18F15GeN4PtS2 | the ωB97M-V functional and the def2-TZVPD basis

Positions of all 66 atoms, in Å:
1 Pt -1.409 1.651 -1.142
2 N -1.136 3.312 0.048
3 C -2.475 3.980 0.245
4 C -3.613 3.059 -0.158
5 N -3.319 2.427 -1.483
6 C -4.237 1.274 -1.781
7 C -3.571 -0.070 -1.544
8 N -2.168 -0.020 -2.067
9 C -3.418 3.438 -2.579
10 C -2.687 3.025 -3.846
11 N -1.244 2.984 -3.595
12 H -0.763 3.023 0.949
13 H -0.464 3.977 -0.326
14 H -2.478 4.896 -0.341
15 H -2.594 4.270 1.288
16 H -4.552 3.620 -0.197
17 H -3.724 2.256 0.572
18 H -4.536 1.345 -2.826
19 H -5.144 1.367 -1.185
20 H -4.132 -0.867 -2.034
21 H -3.504 -0.305 -0.482
22 H -2.157 0.048 -3.082
23 H -1.680 -0.886 -1.840
24 H -2.973 4.367 -2.227
25 H -4.475 3.639 -2.766
26 H -2.979 3.713 -4.643
27 H -3.007 2.033 -4.174
28 H -0.867 3.926 -3.596
29 H -0.759 2.494 -4.338
30 F -0.461 -2.228 -1.131
31 C 0.601 -3.065 -1.041
32 C 1.624 -2.804 -0.147
33 C 2.663 -3.724 -0.116
34 F 3.654 -3.534 0.762
35 C 2.718 -4.829 -0.945
36 F 3.730 -5.672 -0.887
37 C 1.677 -5.046 -1.837
38 F 1.697 -6.089 -2.639
39 C 0.613 -4.157 -1.882
40 F -0.387 -4.349 -2.739
41 Ge 1.734 -1.370 1.168
42 S 0.646 0.655 -0.855
43 C 3.324 -0.260 1.049
44 C 4.333 -0.397 0.112
45 F 4.257 -1.346 -0.824
46 C 5.437 0.441 0.105
47 F 6.390 0.285 -0.799
48 C 5.527 1.457 1.042
49 F 6.568 2.264 1.039
50 C 4.515 1.637 1.978
51 F 4.587 2.624 2.859
52 C 3.436 0.780 1.961
53 F 2.436 0.975 2.837
54 C 1.283 -2.069 2.922
55 C 2.136 -2.038 4.017
56 F 3.332 -1.457 3.913
57 C 1.789 -2.604 5.230
58 F 2.618 -2.551 6.259
59 C 0.559 -3.235 5.361
60 F 0.213 -3.776 6.510
61 C -0.307 -3.298 4.280
62 F -1.484 -3.897 4.399
63 C 0.072 -2.722 3.085
64 F -0.771 -2.787 2.035
65 S -1.044 0.257 1.456
66 C 0.348 -0.044 0.615

Results
max |F|: 0.70 eV/A
multiplicity: 2
frontier orbital gap (spin up / spin down): 7.246 / 5.365 eV
<S²>: 0.761
energy above the lowest of the compared OMol25 structures with the same formula, charge and spin: 0.0 kJ/mol
net charge: +2



Entry 3:
C25H18F4INO3S | the ωB97M-V functional and the def2-TZVPD basis

Positions of all 53 atoms, in Å:
1 N -2.341 2.062 5.819
2 C -3.007 1.709 4.569
3 C -3.237 0.198 4.316
4 C -2.147 -0.419 3.483
5 C -0.879 -0.637 4.030
6 C 0.166 -1.180 3.297
7 C 1.490 -1.465 3.949
8 C 1.789 -2.917 4.271
9 O 2.867 -3.332 4.510
10 I 0.081 -4.254 4.437
11 C -0.056 -1.463 1.946
12 C -1.320 -1.271 1.392
13 C -2.365 -0.771 2.154
14 C -1.507 -1.645 -0.040
15 O -2.551 -2.062 -0.484
16 C -0.305 -1.433 -0.903
17 C -0.468 -1.114 -2.245
18 C 0.644 -0.918 -3.031
19 C 1.933 -0.986 -2.490
20 S 3.179 -0.683 -3.704
21 C 2.102 -1.252 -1.124
22 C 3.466 -1.229 -0.466
23 F 3.387 -0.854 0.823
24 F 4.075 -2.427 -0.525
25 F 4.301 -0.339 -1.050
26 C 0.972 -1.538 -0.354
27 C 1.014 -2.015 1.073
28 O 1.812 -2.831 1.469
29 H -1.336 1.997 5.744
30 H -2.646 1.475 6.584
31 H -2.407 2.118 3.756
32 H -3.967 2.226 4.538
33 H -4.200 0.053 3.830
34 H -3.238 -0.304 5.285
35 H -0.715 -0.409 5.078
36 H 1.510 -0.974 4.926
37 H 2.324 -1.098 3.354
38 H -3.344 -0.656 1.707
39 H -1.462 -1.054 -2.666
40 H 0.519 -0.708 -4.085
41 H 4.223 -1.313 -3.164
42 F -0.581 0.224 -6.008
43 C -0.221 1.526 -5.925
44 C 1.122 1.844 -5.942
45 C 1.486 3.179 -5.846
46 C 0.514 4.164 -5.739
47 C -0.829 3.814 -5.727
48 C -1.209 2.483 -5.820
49 H 1.862 1.059 -6.022
50 H 2.533 3.448 -5.855
51 H 0.803 5.204 -5.665
52 H -1.589 4.580 -5.642
53 H -2.249 2.186 -5.815

Results
SMILES: NCCc1cc(CC(=O)I)c2c(c1)C(=O)c1ccc(S)c(C(F)(F)F)c1C2=O.Fc1ccccc1
max |F|: 0.45 eV/A
multiplicity: 1
frontier orbital gap: 8.144 eV
net charge: 0



Entry 4:
C25H18HfIN2O3 | the ωB97M-V functional and the def2-TZVPD basis

Positions of all 50 atoms, in Å:
1 Hf -0.094 -0.010 0.198
2 C -3.373 -2.628 -1.293
3 O -4.163 -2.200 -0.180
4 C -3.622 -2.037 1.048
5 C -4.482 -2.254 2.118
6 C -4.067 -2.122 3.435
7 C -2.763 -1.765 3.703
8 C -1.886 -1.493 2.649
9 C -0.538 -1.090 3.009
10 N 0.295 -0.557 2.179
11 N 1.616 -0.279 2.607
12 C 2.348 0.133 1.619
13 O 1.862 0.264 0.371
14 C 3.765 0.449 1.832
15 C 4.570 0.614 0.711
16 C 5.921 0.882 0.861
17 C 6.462 0.996 2.133
18 C 5.653 0.841 3.256
19 C 4.305 0.565 3.110
20 C -2.317 -1.626 1.309
21 O -1.454 -1.360 0.294
22 H -4.082 -3.001 -2.024
23 H -2.694 -3.430 -1.005
24 H -2.809 -1.805 -1.723
25 H -5.495 -2.553 1.878
26 H -4.761 -2.315 4.242
27 H -2.407 -1.671 4.722
28 H -0.192 -1.250 4.027
29 H 4.135 0.529 -0.276
30 H 6.549 1.004 -0.011
31 H 7.517 1.207 2.253
32 H 6.077 0.935 4.247
33 H 3.667 0.439 3.975
34 I 0.040 0.119 -2.706
35 C -1.177 1.865 -2.574
36 C -1.523 2.384 -3.780
37 C -2.334 3.543 -3.802
38 C -2.755 4.100 -2.634
39 C -2.392 3.544 -1.383
40 C -2.858 4.125 -0.172
41 C -2.531 3.596 1.038
42 C -1.698 2.454 1.092
43 C -1.204 1.853 -0.043
44 C -1.568 2.395 -1.314
45 H -1.195 1.935 -4.707
46 H -2.614 3.971 -4.755
47 H -3.382 4.983 -2.646
48 H -3.490 5.004 -0.234
49 H -2.901 4.043 1.951
50 H -1.452 2.059 2.074

Results
max |F|: 2.48 eV/A
multiplicity: 1
frontier orbital gap: 7.427 eV
energy above the lowest of the compared OMol25 structures with the same formula, charge and spin: 0.0 kJ/mol
net charge: +1



Entry 5:
C25H18IN5O4 | the ωB97M-V functional and the def2-TZVPD basis

Positions of all 53 atoms, in Å:
1 I -1.722 -4.157 4.730
2 C -0.800 -2.989 3.209
3 C -0.125 -3.646 2.136
4 N 0.446 -3.039 1.131
5 C 0.317 -1.680 1.226
6 C 0.855 -0.882 0.185
7 C 0.786 0.475 0.195
8 C 1.343 1.233 -0.962
9 C 1.974 2.467 -0.826
10 C 2.431 3.083 -1.974
11 N 2.331 2.614 -3.210
12 C 1.750 1.425 -3.298
13 C 1.233 0.693 -2.251
14 C 0.154 1.138 1.298
15 C -0.359 0.388 2.293
16 C -0.310 -1.024 2.288
17 N -0.891 -1.704 3.323
18 H -0.084 -4.737 2.155
19 H 1.343 -1.369 -0.655
20 H 2.109 2.920 0.153
21 H 2.908 4.061 -1.856
22 H 1.672 0.988 -4.298
23 H 0.765 -0.281 -2.347
24 H 0.086 2.223 1.304
25 H -0.856 0.877 3.131
26 O -8.883 -5.685 4.823
27 N -9.006 -4.683 5.499
28 O -10.052 -4.302 5.985
29 C -7.804 -3.872 5.741
30 C -6.602 -4.256 5.172
31 C -5.476 -3.476 5.384
32 C -5.560 -2.329 6.162
33 C -6.771 -1.961 6.735
34 C -7.902 -2.735 6.524
35 H -6.533 -5.148 4.566
36 H -4.529 -3.760 4.941
37 H -4.679 -1.720 6.321
38 H -6.834 -1.069 7.343
39 H -8.843 -2.444 6.969
40 O 6.420 0.458 -6.868
41 N 5.704 1.141 -6.163
42 O 4.900 0.702 -5.365
43 C 5.814 2.602 -6.289
44 C 6.693 3.137 -7.216
45 C 6.777 4.514 -7.348
46 C 5.990 5.338 -6.554
47 C 5.120 4.787 -5.622
48 C 5.029 3.411 -5.487
49 H 7.307 2.498 -7.835
50 H 7.455 4.945 -8.072
51 H 6.054 6.413 -6.663
52 H 4.509 5.430 -5.003
53 H 4.347 2.987 -4.762

Results
SMILES: Ic1cnc2cc(-c3ccncc3)ccc2n1.O=[N+]([O-])c1ccccc1.O=[N+]([O-])c1ccccc1
max |F|: 1.65 eV/A
multiplicity: 1
frontier orbital gap: 8.438 eV
net charge: 0



Entry 6:
C25H19BaI2N7O11 | the ωB97M-V functional and the def2-TZVPD basis

Positions of all 65 atoms, in Å:
1 Ba -0.135 -0.326 -0.079
2 O -0.212 -3.481 5.005
3 C -1.174 -2.580 5.265
4 C -1.966 -2.770 6.399
5 C -2.952 -1.859 6.732
6 C -3.167 -0.737 5.938
7 C -2.393 -0.559 4.803
8 C -1.404 -1.468 4.438
9 C -0.624 -1.226 3.185
10 O -1.060 -0.342 2.352
11 N 0.449 -1.954 3.070
12 N 1.151 -1.904 1.869
13 C 1.953 -0.929 1.689
14 C 2.725 -0.835 0.455
15 C 3.430 -1.948 -0.053
16 C 4.232 -1.830 -1.159
17 C 4.321 -0.578 -1.804
18 C 3.584 0.492 -1.375
19 C 2.724 0.390 -0.240
20 O 1.872 1.316 0.062
21 H 0.259 -3.132 4.196
22 H -1.776 -3.646 7.007
23 H -3.552 -2.022 7.620
24 H -3.925 -0.010 6.199
25 H -2.534 0.311 4.173
26 H 1.980 -0.079 2.375
27 H 3.318 -2.892 0.465
28 H 4.768 -2.685 -1.549
29 H 4.950 -0.472 -2.682
30 H 3.596 1.439 -1.905
31 O 0.904 -3.643 -1.833
32 C 0.195 -2.634 -1.888
33 O -0.885 -2.427 -1.267
34 C 0.729 -1.514 -2.844
35 C 1.855 -1.913 -3.535
36 C 2.459 -1.121 -4.506
37 C 1.959 0.133 -4.808
38 C 0.846 0.573 -4.131
39 C 0.150 -0.215 -3.110
40 O -0.803 0.273 -2.451
41 N 0.413 1.922 -4.473
42 O -0.615 2.377 -3.991
43 O 1.105 2.571 -5.249
44 N 3.648 -1.583 -5.184
45 O 4.053 -2.710 -4.943
46 O 4.106 -0.893 -6.089
47 H 2.250 -2.887 -3.288
48 H 2.432 0.767 -5.540
49 I -3.335 -0.102 1.084
50 I -5.479 0.282 -0.457
51 C -3.039 3.195 -1.823
52 N -2.577 3.430 -0.471
53 C -3.399 3.657 0.690
54 C -2.365 3.519 1.822
55 O -2.648 3.649 2.997
56 N -1.140 3.225 1.280
57 C -1.316 3.187 -0.035
58 N -0.338 2.959 -0.919
59 H -4.126 3.215 -1.823
60 H -2.716 2.218 -2.192
61 H -2.672 3.961 -2.512
62 H -4.197 2.919 0.797
63 H -3.837 4.658 0.708
64 H 0.546 2.559 -0.603
65 H -0.599 2.708 -1.866

Results
max |F|: 1.39 eV/A
multiplicity: 1
frontier orbital gap: 6.158 eV
energy above the lowest of the compared OMol25 structures with the same formula, charge and spin: 146.5 kJ/mol
net charge: -2



Entry 7:
C25H19Cl5IrN4S3 | the ωB97M-V functional and the def2-TZVPD basis

Positions of all 57 atoms, in Å:
1 Ir -0.599 -0.685 1.506
2 Cl 1.627 -1.471 2.967
3 C 2.253 -0.597 1.606
4 C 1.325 -0.276 0.589
5 C 1.959 0.146 -0.536
6 Cl 1.061 0.110 -2.305
7 C 3.325 0.424 -0.701
8 Cl 4.067 0.970 -2.175
9 C 4.151 0.231 0.393
10 Cl 5.822 0.598 0.305
11 C 3.608 -0.327 1.559
12 Cl 4.626 -0.697 2.881
13 S -0.676 0.959 3.196
14 C -1.929 0.045 3.966
15 S -2.332 -1.302 2.956
16 C -2.498 0.345 5.172
17 C -2.071 1.489 5.908
18 N -1.728 2.419 6.493
19 C -3.528 -0.480 5.713
20 N -4.359 -1.157 6.133
21 C -1.134 4.500 -0.746
22 C -0.243 3.848 0.135
23 C -0.462 2.553 0.509
24 C -1.583 1.808 0.040
25 C -1.819 0.423 0.371
26 C -2.963 -0.159 -0.139
27 C -3.862 0.526 -0.983
28 C -3.630 1.821 -1.332
29 C -2.489 2.488 -0.827
30 C -2.228 3.831 -1.207
31 H -0.954 5.527 -1.039
32 H 0.617 4.380 0.523
33 H 0.250 2.075 1.162
34 H -3.189 -1.185 0.120
35 H -4.741 0.009 -1.346
36 H -4.310 2.360 -1.981
37 H -2.931 4.319 -1.872
38 C -0.070 1.425 -2.456
39 C 1.386 -0.775 -3.725
40 N -0.295 -1.167 -1.759
41 C -0.072 -2.388 -1.238
42 S -0.767 -2.801 0.255
43 N 0.703 -3.222 -1.931
44 C 1.353 -4.406 -1.383
45 C 2.735 -4.069 -0.839
46 H -0.852 1.236 -3.176
47 H 2.004 1.037 -2.618
48 H 0.047 2.242 -1.759
49 H 2.022 -1.342 -3.109
50 H 2.163 -0.128 -4.167
51 H -1.097 -0.674 -1.369
52 H 0.942 -2.928 -2.868
53 H 1.404 -5.151 -2.176
54 H 0.717 -4.803 -0.596
55 H 3.357 -3.607 -1.609
56 H 3.241 -4.969 -0.492
57 H 2.647 -3.378 0.003

Results
max |F|: 3.17 eV/A
multiplicity: 2
frontier orbital gap (spin up / spin down): 4.764 / 4.334 eV
<S²>: 0.757
energy above the lowest of the compared OMol25 structures with the same formula, charge and spin: 1383.5 kJ/mol
net charge: 0



Entry 8:
C25H19ClN2O8PTc | the ωB97M-V functional and the def2-TZVPD basis

Positions of all 57 atoms, in Å:
1 Tc -0.247 -0.310 1.308
2 O 1.751 2.374 3.558
3 C 1.063 1.501 3.132
4 O 0.744 1.324 1.835
5 C 0.433 0.451 4.024
6 C 0.690 0.217 5.354
7 C 0.077 -0.886 5.950
8 C -0.753 -1.731 5.216
9 C -0.958 -1.435 3.889
10 N -0.394 -0.352 3.354
11 C -1.714 -2.255 2.864
12 O -2.440 -3.149 3.160
13 O -1.491 -1.812 1.609
14 H 1.368 0.867 5.888
15 H 0.273 -1.106 6.991
16 H -1.212 -2.611 5.646
17 N -1.985 0.943 0.974
18 C -2.208 1.580 -0.335
19 C -3.239 2.495 -0.466
20 C -3.483 3.063 -1.705
21 C -2.708 2.709 -2.804
22 C -1.680 1.794 -2.660
23 C -1.414 1.232 -1.412
24 P -0.078 0.048 -1.135
25 C -0.168 -1.120 -2.495
26 C -1.051 -2.195 -2.412
27 C -1.181 -3.056 -3.487
28 C -0.430 -2.849 -4.637
29 C 0.452 -1.781 -4.717
30 C 0.592 -0.911 -3.644
31 C 1.484 0.944 -1.245
32 C 2.663 0.196 -1.258
33 C 3.885 0.844 -1.195
34 C 3.933 2.229 -1.102
35 C 2.761 2.971 -1.082
36 C 1.534 2.331 -1.146
37 H -1.960 1.679 1.680
38 H -2.796 0.362 1.194
39 H -3.855 2.758 0.387
40 H -4.290 3.775 -1.814
41 H -2.907 3.147 -3.773
42 H -1.077 1.509 -3.514
43 H -1.615 -2.370 -1.502
44 H -1.859 -3.897 -3.423
45 H -0.525 -3.531 -5.472
46 H 1.038 -1.624 -5.612
47 H 1.288 -0.085 -3.704
48 H 2.624 -0.887 -1.321
49 H 4.800 0.267 -1.211
50 H 4.890 2.730 -1.035
51 H 2.804 4.050 -1.010
52 H 0.619 2.911 -1.119
53 O 2.975 -3.035 0.899
54 Cl 1.604 -2.746 1.065
55 O 0.943 -3.612 1.976
56 O 1.526 -1.320 1.679
57 O 0.901 -2.635 -0.188

Results
max |F|: 0.81 eV/A
multiplicity: 4
frontier orbital gap (spin up / spin down): 8.299 / 6.634 eV
<S²>: 3.770
energy above the lowest of the compared OMol25 structures with the same formula, charge and spin: 0.0 kJ/mol
net charge: +1